No. 1
{
  "formula": "C13H36F6N4O8S2",
  "method": "ωB97M-V/def2-TZVPD",
  "charge": 0,
  "species": ["H", "H", "C", "H", "H", "H", "H", "F", "H", "S", "C", "H", "N", "H", "H", "H", "C", "C", "H", "H", "H", "C", "F", "H", "C", "O", "H", "H", "O", "F", "H", "C", "H", "H", "O", "C", "F", "N", "H", "C", "H", "H", "H", "F", "N", "H", "H", "C", "O", "H", "H", "H", "O", "S", "C", "H", "C", "H", "H", "N", "H", "F", "O", "O", "C", "H", "H", "O", "H"],
  "coordinates": [[1.102017, 3.284109, 0.876122], [0.293027, 4.137669, 3.659652], [-2.989113, -3.308531, -0.891218], [1.036017, -0.688221, 0.938712], [1.265947, 5.124079, 2.589142], [-4.755283, -2.914591, -3.621398], [-2.427833, 3.093849, -4.490338], [0.424697, 0.328669, 4.206962], [1.264507, 2.549579, -1.677868], [3.306967, -2.202821, 1.618912], [0.918467, 4.106459, 2.767492], [-5.063233, -4.098581, -2.451548], [2.097687, 0.666449, -2.043018], [-0.811553, 5.090909, 0.941692], [-2.930303, -4.389541, -0.764528], [-3.807643, -3.033601, -0.225988], [0.077707, -0.910811, 4.155692], [-1.728043, -2.662421, -0.256388], [-0.874053, 2.084679, 2.547492], [-1.797783, 3.830369, 1.790652], [2.475477, 2.012889, -4.511948], [-1.310223, -3.109581, 1.138182], [2.444067, -2.125681, -0.943118], [-1.127903, -4.180491, 1.227772], [0.032037, 1.412869, -3.093088], [3.878047, -3.236581, 2.456832], [-2.642843, 1.656629, -3.357108], [0.098747, 0.739029, -3.947248], [2.740517, 1.318609, 2.312942], [1.394107, -3.601991, 0.221712], [1.618167, 3.393369, -3.991738], [2.547847, -3.052061, -0.008828], [-1.737963, 1.583169, -4.844648], [-1.978023, -2.697261, 1.894572], [2.615267, -1.824031, 4.607942], [1.391527, 1.851839, -2.505588], [-0.884673, -1.035841, 3.276032], [0.555837, -0.118191, 0.257112], [-2.389183, -0.866381, -0.973918], [-1.976533, 2.230749, -4.000948], [-0.371243, -0.476481, 0.077532], [2.310787, 0.118819, -2.864468], [-0.882883, -2.849351, -0.918858], [-0.390043, -1.239161, 5.337112], [1.851687, -1.365411, 2.185402], [-0.543713, 0.866839, -2.345778], [-5.201683, -2.488301, -1.978718], [2.239937, 2.582249, -3.612808], [4.278487, -1.237081, 1.117442], [2.543147, 0.383889, 2.253162], [0.363797, 0.703269, 0.812472], [1.932347, 1.714129, 2.639532], [-0.152143, 2.067989, 1.914902], [1.542757, -2.006501, 3.584842], [-4.560213, -3.139221, -2.572788], [-1.369473, 3.633149, 0.086132], [-1.029063, 4.027689, 1.043502], [1.772257, 3.563099, 3.172352], [3.032847, 0.868019, -1.719058], [-1.850843, -1.234911, -0.202888], [1.099967, 0.059819, -0.574958], [3.461437, -3.985381, -0.342588], [-3.183423, -2.951641, -2.266128], [0.885397, -3.321621, 3.605262], [0.300217, 3.340969, 1.612312], [-2.552163, -1.048681, 0.499662], [3.146347, 3.049009, -3.227248], [-0.694233, 2.582289, -3.462828], [-0.326783, -2.656251, 1.262362]],
  "forces_ev_per_a": [[-0.30, -0.44, -0.37], [-0.64, 0.19, -0.13], [1.12, -0.37, 0.98], [0.48, -0.87, 0.29], [-0.22, -0.11, -0.52], [0.46, 0.30, -0.03], [-0.09, 0.19, 0.71], [0.77, 2.48, 0.02], [-0.29, -0.08, 0.04], [1.19, 0.65, -0.92], [0.12, -0.54, 1.38], [1.00, -0.78, 0.41], [-0.06, -0.64, 0.06], [-0.51, 0.13, -0.02], [0.16, -0.28, -0.34], [-0.59, 0.45, -0.29], [1.58, -1.57, -0.23], [-0.06, -1.10, -1.36], [-0.02, 0.18, 0.15], [-0.11, 0.37, 0.02], [0.03, -0.59, 0.31], [0.28, 0.08, -0.65], [-0.10, -0.06, -0.44], [-0.40, 0.03, 0.10], [-0.19, 1.04, 0.67], [-1.63, 0.72, -0.80], [0.03, 0.38, 0.48], [0.49, -0.07, -0.28], [0.35, 0.85, -0.31], [-0.66, -0.51, -0.12], [0.02, 0.24, 0.02], [2.48, 0.36, 2.09], [-0.29, -0.43, -0.25], [-0.05, -0.40, 0.09], [-2.31, 0.11, -2.46], [1.11, 0.21, -2.06], [-1.41, -0.08, -1.17], [-0.09, 1.03, 0.56], [0.37, -0.16, -1.05], [1.33, -0.25, -1.31], [-1.11, -0.92, -0.61], [-0.26, -0.48, -0.23], [0.05, -0.32, -0.24], [0.00, -0.73, 0.61], [2.96, -2.09, -0.77], [-0.05, -0.16, 0.36], [0.16, 0.47, 0.14], [-1.22, 0.76, 0.39], [-1.91, -0.64, 0.20], [0.08, -0.44, 0.17], [0.15, 1.08, 0.03], [-0.19, -0.12, 0.16], [0.80, -2.01, 0.60], [-0.27, -1.79, 5.71], [-0.88, 0.69, -0.76], [0.27, -0.16, 0.03], [2.03, 0.30, 0.42], [0.35, -0.03, -0.35], [0.10, 0.49, 0.49], [-1.55, 1.43, 0.21], [0.68, 0.29, -0.85], [-0.81, 0.59, -0.25], [-0.84, -0.54, 1.22], [0.84, 1.55, -0.81], [-1.91, 2.48, -1.17], [0.07, 0.18, 0.97], [0.04, -0.26, 0.17], [-0.68, -0.26, 0.41], [-0.26, -0.01, 0.48]],
  "mulliken_charge": [0.182, 0.324, -1.121, -0.505, 0.392, 0.282, 0.301, -0.238, -0.205, 1.008, -1.414, 0.319, -0.738, 0.431, 0.474, 0.390, 0.644, 0.489, 0.237, 0.320, 0.369, -0.944, -0.167, 0.451, -0.328, -0.597, 0.248, 0.459, -0.684, -0.201, 0.406, 0.724, 0.354, 0.363, -0.637, 0.548, -0.227, 0.841, 0.132, -0.793, 0.552, 0.285, 0.212, -0.230, -0.382, 0.086, 0.350, -1.618, -0.677, 0.410, 0.233, 0.215, -0.465, 0.804, -0.821, 0.251, -1.265, 0.404, 0.253, -0.707, 0.510, -0.241, -0.312, -0.627, 0.524, 0.312, 0.433, -0.348, -0.032]
}


No. 2
{
  "formula": "C13H36O7",
  "method": "ωB97M-V/def2-TZVPD",
  "smiles": "CC(C)O.CC(C)O.CC(C)O.OCCO.OCCO",
  "charge": 0,
  "species": ["H", "H", "H", "C", "C", "H", "H", "C", "H", "H", "H", "C", "C", "C", "H", "H", "O", "H", "H", "O", "H", "H", "H", "H", "C", "H", "H", "C", "H", "O", "H", "H", "H", "H", "H", "H", "H", "H", "C", "O", "O", "H", "C", "H", "O", "H", "H", "H", "C", "O", "C", "H", "H", "H", "H", "C"],
  "coordinates": [[3.413815, -2.254563, -2.364777], [2.439251, -2.304913, -5.600235], [0.686109, 0.809506, -1.688694], [0.416544, -1.827707, -4.924230], [-0.550579, -0.870039, 4.094361], [-0.493875, -0.487278, 3.076632], [3.432143, -0.858077, 0.308840], [-0.212673, -0.679664, -4.175507], [2.092810, -2.797063, 0.393829], [-0.122601, 1.285695, 0.961217], [3.577039, -3.175114, 1.215174], [-1.471914, -0.028473, 4.921730], [-0.593406, 0.412077, 0.477198], [3.178106, -1.377649, -1.759289], [2.370776, -0.895139, -4.572642], [-3.889773, 3.846361, 2.918394], [-0.032005, 1.447788, -1.630519], [-2.642131, 4.876541, 0.959594], [1.775805, -0.731475, -6.173172], [5.152791, -1.774707, -0.465385], [-4.824945, 3.608371, 0.574470], [0.761656, -0.774067, 1.206000], [0.835506, -1.532078, 5.293629], [-3.876453, 2.087256, 0.440293], [-4.384391, 2.773809, 1.119700], [-0.226973, 0.152780, -4.888432], [0.821695, -3.712042, -4.521152], [3.724622, -1.677890, -0.367458], [2.089161, -1.282031, -1.750831], [0.402656, -2.974026, -4.068984], [-1.579481, 0.093091, -1.386878], [-1.248705, -0.831584, -3.885333], [3.595307, -0.441118, -2.129908], [-2.066961, 2.252866, 3.268497], [-2.513667, -0.071961, 4.601896], [3.400394, -3.781793, -0.419752], [0.448181, -0.398180, -3.365010], [-0.899988, -1.906072, 4.012513], [-1.060542, 0.903247, -0.850101], [-1.097870, 1.352280, 4.831742], [-2.876779, 2.050513, 2.785199], [-1.827019, 1.653284, -0.649663], [-3.377194, 3.239868, 2.160473], [5.447216, -1.055250, -1.029526], [0.356135, -0.630056, 0.346467], [-1.446128, -0.342074, 5.970962], [-0.189221, -2.073763, -5.804821], [-0.462470, 1.558841, 5.521012], [1.820546, -1.443498, -5.343768], [0.773631, -0.847848, 4.621715], [3.161535, -2.939133, 0.233502], [-1.662198, 4.522371, 2.332507], [-5.213244, 2.239530, 1.586902], [-1.439045, 0.176625, 1.134743], [-1.647840, 3.391406, 0.905493], [-2.243362, 4.042240, 1.541377]],
  "forces_ev_per_a": [[0.13, 0.33, -0.42], [-0.13, -0.01, -0.27], [-0.05, -0.08, 0.15], [-0.17, -0.49, 0.24], [0.24, -0.59, -0.18], [-0.04, 0.20, 0.05], [0.31, 0.09, -0.09], [0.04, 0.39, -1.00], [-0.10, -0.27, -0.35], [0.10, -0.16, 0.00], [0.25, 0.23, -0.06], [-0.25, 0.71, 0.35], [0.35, 1.08, 1.09], [-0.48, -0.54, 0.59], [-0.23, -0.24, 0.28], [0.02, 0.04, -0.05], [0.15, 0.53, -0.13], [-0.02, -0.15, -0.18], [0.03, -0.31, -0.20], [-0.29, -0.20, 0.37], [0.18, 0.04, -0.10], [0.09, -0.02, -0.01], [0.07, 0.02, 0.03], [-0.12, 0.08, -0.15], [-0.04, -0.04, 0.26], [0.01, 0.14, 0.23], [0.02, 0.04, -0.05], [-0.05, 0.77, 0.04], [0.03, -0.01, 0.10], [0.07, 0.09, 0.25], [0.15, 0.00, -0.03], [0.11, -0.27, 0.32], [0.15, -0.13, -0.27], [-0.03, -0.04, 0.24], [0.08, -0.16, -0.24], [-0.38, -0.07, 0.01], [-0.25, -0.02, 0.33], [-0.17, 0.08, 0.10], [-0.73, -0.93, -0.24], [-0.09, -0.02, 0.09], [-0.11, 0.18, -0.29], [0.22, 0.27, -0.21], [-0.13, -0.31, -0.05], [0.09, 0.03, 0.00], [-0.15, -0.21, -0.22], [0.04, -0.11, -0.05], [0.08, 0.13, -0.10], [0.14, -0.10, -0.09], [0.43, 0.44, -0.13], [0.04, 0.03, -0.07], [0.30, -0.24, 0.07], [0.35, -0.31, -0.09], [0.12, -0.09, 0.07], [-0.08, -0.37, -0.29], [0.23, 0.13, 0.00], [-0.50, 0.40, 0.34]],
  "mulliken_charge": [0.321, 0.376, 0.262, 0.445, 0.506, -0.597, 0.092, -0.870, 0.267, 0.276, 0.348, -0.429, -0.392, -1.141, 0.183, 0.278, -0.599, 0.411, 0.381, -0.572, 0.392, 0.246, 0.330, 0.212, -1.289, 0.346, 0.318, 0.683, 0.153, -0.554, 0.231, 0.366, 0.477, 0.246, 0.291, 0.348, -0.060, 0.371, -0.166, -0.568, -0.444, 0.078, 0.547, 0.316, -0.419, 0.384, 0.299, 0.278, -1.175, -0.585, -1.281, 0.394, 0.350, 0.380, 0.211, -1.251]
}


No. 3
{
  "formula": "C13H37NO13PS4",
  "method": "ωB97M-V/def2-TZVPD",
  "charge": -1,
  "species": ["H", "H", "H", "C", "H", "H", "H", "H", "C", "O", "H", "H", "C", "H", "H", "O", "O", "C", "C", "O", "H", "O", "C", "C", "O", "H", "H", "H", "O", "O", "H", "H", "H", "H", "C", "C", "H", "O", "H", "H", "H", "H", "H", "O", "H", "H", "O", "H", "S", "H", "H", "H", "C", "H", "H", "N", "C", "P", "H", "O", "C", "H", "S", "H", "O", "S", "C", "H", "S"],
  "coordinates": [[4.519189, 3.011462, 0.532619], [2.996084, -2.832800, -5.708420], [-4.467666, 6.359362, 5.723182], [3.322538, 4.818251, 0.549652], [2.796647, -2.203520, -2.707976], [-2.718912, 6.640299, 5.493223], [2.972037, 5.556799, 1.270576], [1.911144, -4.819386, 1.351879], [-3.693843, -2.339170, -5.265989], [1.472513, -3.515060, -3.622419], [-3.699789, -1.964614, -6.290358], [0.002141, -5.730657, -3.685600], [4.223482, 3.801587, 1.224591], [-2.706555, 3.508578, 1.213907], [3.534147, -2.897962, 1.268596], [1.271664, 2.724636, 1.839864], [3.620974, 3.222469, 2.395045], [-3.534438, -2.137326, -0.533231], [-1.574529, 3.654602, 3.039742], [-4.644119, 4.179354, 3.908188], [2.208421, 2.300803, 4.472978], [2.823078, -5.574448, -3.767052], [2.826279, -2.123191, 1.510461], [-3.960205, -1.204911, -4.294680], [-1.906253, -0.958869, -2.197957], [2.445646, 4.340761, 0.115703], [-3.232420, 2.389587, 2.463948], [-4.890823, -0.702068, -4.551994], [-2.414475, -3.373271, -2.519024], [-2.301413, 4.824335, 3.508497], [1.665838, 0.723319, 3.826290], [-0.610063, -1.760779, 1.839753], [4.009621, -1.644662, -4.861161], [-3.882242, -1.146485, -0.256695], [-2.357025, 2.859564, 2.016817], [3.440748, -2.568707, -4.748427], [-2.752234, -2.474974, 0.145201], [2.490796, -4.434845, -1.589539], [-1.724433, 2.078777, 1.596444], [4.132318, -3.365113, -4.477785], [-3.164866, -0.458434, -4.328599], [-4.352944, -2.851054, -0.553239], [-4.453040, -3.114382, -5.165665], [3.056455, 1.089591, 1.303011], [0.630048, -6.583014, -2.247778], [-0.187550, -5.006087, -2.055288], [-4.136823, -1.666496, -2.944806], [-0.664142, 4.037385, 2.589884], [-2.812943, -2.058662, -2.133075], [-3.856779, 6.879903, 4.129908], [2.936125, -1.370549, 0.744209], [1.734656, -1.539306, -3.936304], [0.444516, -5.612074, -2.700355], [5.133338, 4.283690, 1.577313], [3.029309, -1.669983, 2.475677], [1.257194, -4.356773, 1.984329], [-3.637606, 6.302922, 5.023374], [1.127575, -2.891266, 1.331742], [3.409786, 1.037414, 4.048444], [0.101157, -2.079563, 2.412627], [2.365119, -2.391735, -3.692150], [3.864318, 5.327913, -0.247807], [1.999055, -4.817387, -2.867746], [-2.726281, -2.801028, -5.076426], [-2.936833, 3.874201, 5.681866], [-3.454438, 4.610690, 4.571286], [2.449199, 1.479489, 3.803048], [-1.283223, 3.033091, 3.886604], [2.515754, 2.089777, 2.157066]],
  "forces_ev_per_a": [[-0.09, -0.10, 0.07], [-0.02, 0.06, -0.02], [-0.02, -0.04, 0.01], [-0.19, -0.10, 0.03], [-0.07, -0.12, 0.05], [0.02, 0.00, 0.00], [0.06, 0.04, 0.01], [0.05, -0.35, 0.13], [0.13, -0.12, 0.12], [-0.02, -0.14, -0.16], [-0.04, 0.05, 0.01], [0.02, 0.02, -0.02], [0.16, 0.22, -0.39], [0.08, 0.00, -0.05], [0.27, -0.50, 0.19], [-0.13, 0.09, -0.15], [-0.02, 0.05, 0.09], [-0.05, 0.04, 0.05], [0.25, -0.49, -0.34], [-0.20, -0.15, 0.09], [-0.01, 0.02, -0.01], [0.13, -0.05, -0.01], [-0.56, 0.53, -0.06], [0.05, 0.09, -0.46], [0.18, 0.03, -0.28], [0.01, -0.02, -0.01], [0.01, -0.02, 0.02], [-0.08, -0.02, 0.17], [0.23, -0.15, -0.24], [-0.05, 0.05, 0.09], [0.01, -0.06, -0.09], [0.39, -0.05, 0.24], [-0.05, 0.04, 0.02], [0.01, 0.02, 0.00], [-0.28, 0.03, 0.11], [0.02, -0.22, 0.02], [0.08, -0.02, -0.06], [0.49, -0.08, 0.14], [0.10, 0.05, 0.01], [0.01, 0.00, 0.02], [0.05, -0.04, 0.13], [0.01, -0.03, -0.02], [-0.06, 0.03, -0.03], [0.07, 0.14, -0.44], [0.07, 0.00, 0.03], [0.03, 0.05, 0.01], [-0.09, -0.01, 0.05], [-0.02, 0.21, 0.08], [-0.30, 0.06, 0.52], [-0.01, -0.01, -0.03], [0.01, 0.48, -0.20], [-0.17, -0.10, 0.03], [-0.18, 0.00, 0.06], [-0.02, -0.06, 0.18], [0.12, -0.06, 0.40], [-0.05, -0.12, 0.18], [-0.01, 0.06, 0.04], [-0.54, -0.35, -1.10], [0.01, -0.04, -0.03], [0.17, 0.41, 0.26], [0.32, 0.42, 0.01], [0.07, 0.00, 0.03], [-0.54, 0.14, -0.10], [0.02, 0.01, 0.00], [-0.10, -0.20, 0.12], [0.37, 0.38, -0.29], [-0.04, 0.06, 0.07], [-0.11, 0.12, 0.13], [0.06, -0.19, 0.58]],
  "mulliken_charge": [0.316, 0.251, 0.366, -0.917, 0.258, 0.306, 0.251, 0.242, -0.891, -0.179, 0.387, 0.317, -0.375, 0.313, 0.398, -0.541, -0.305, -0.929, -0.198, -0.618, 0.365, -0.646, -1.098, -0.359, -0.665, 0.247, 0.355, 0.284, -0.537, -0.283, 0.392, 0.234, 0.397, 0.320, -1.106, -1.021, 0.309, -0.479, 0.431, 0.287, 0.319, 0.335, 0.255, -0.512, 0.400, 0.217, -0.322, 0.151, 1.227, 0.308, 0.115, 0.252, -0.868, 0.278, 0.242, -0.884, -0.935, 0.206, 0.338, -0.374, -0.281, 0.390, 1.072, 0.216, -0.643, 1.252, -1.030, 0.318, 1.080]
}


Number 1: E_HOMO -9.676 eV, gap between HOMO and LUMO 9.7076 eV. Number 2: E_HOMO -9.958 eV, gap between HOMO and LUMO 10.4931 eV. Number 3: E_HOMO -1.569 eV, gap between HOMO and LUMO 3.5592 eV.